C22H29MoN3P2 as an isolated structure at a distorted geometry. Source: OMol25; level of theory: ωB97M-V/def2-TZVPD.

Output
**Molar mass**: 493.4 g/mol
**Charge**: +2
**<S²>**: 2.240
**Frontier orbital gap (alpha / beta)**: 5.09 / 6.98 eV
**2S+1**: 3
**Lowest unoccupied orbital energy (alpha / beta)**: -7.4832 / -6.6645 eV

Cartesian coordinates (Å):
C 2.232 -0.498 -3.451
C 1.802 -0.296 -2.136
C 0.868 0.742 -1.888
C 0.527 1.660 -2.906
C 0.968 1.421 -4.213
C 1.799 0.339 -4.483
C -0.279 2.857 -2.610
C -0.339 3.194 -1.177
C 0.042 2.250 -0.199
C 0.207 2.643 1.155
C -0.217 3.920 1.531
C -0.727 4.811 0.584
C -0.768 4.463 -0.764
H 2.919 -1.321 -3.663
H 0.663 2.110 -5.004
H 2.135 0.158 -5.504
H 0.118 3.714 -3.171
H -0.143 4.214 2.580
H -1.072 5.794 0.900
H -1.115 5.174 -1.517
N 0.282 0.909 -0.604
Mo -0.416 -0.600 0.423
C 2.370 -1.127 -0.992
H 2.847 -0.487 -0.230
H 3.127 -1.822 -1.381
C 0.873 1.716 2.162
H 1.875 1.399 1.823
H 0.985 2.243 3.120
P 1.126 -2.168 -0.085
P -0.063 0.150 2.524
C -1.519 0.777 3.422
H -2.329 0.043 3.352
H -1.275 0.947 4.479
H -1.863 1.712 2.967
C 0.932 -0.629 3.830
H 0.802 -0.085 4.777
H 0.588 -1.664 3.954
H 1.994 -0.643 3.546
C 0.691 -3.403 -1.350
H 1.538 -4.078 -1.535
H -0.168 -3.989 -1.004
H 0.408 -2.902 -2.283
C 2.124 -3.120 1.093
H 1.464 -3.833 1.606
H 2.915 -3.671 0.563
H 2.568 -2.453 1.843
H -1.495 2.749 -3.131
H -2.253 2.810 -3.540
N -3.574 -3.436 0.082
C -3.594 -3.363 1.474
C -2.677 -2.420 1.822
N -2.095 -1.908 0.648
C -2.655 -2.554 -0.379
H -4.133 -4.043 -0.509
H -4.235 -3.970 2.087
H -2.359 -2.050 2.785
H -2.423 -2.386 -1.423

---

One molecule with the formula C22H29N3O3S at a distorted geometry. Source: OMol25; level of theory: ωB97M-V/def2-TZVPD.

Output
**Molar mass**: 415.6 g/mol
**Frontier orbital gap**: 6.88 eV
**Energy relative to the best compared isomer or geometry (same formula, charge and spin)**: 532.34 kcal per mole
**Structure (SMILES)**: CCN(CC)CCCNC(=O)c1ccc2c(SCC(=O)O)c3c(nc2c1)CCC3
**Lowest unoccupied orbital energy**: -0.8779 eV

Cartesian coordinates (Å):
C 3.066 0.356 -1.621
C 4.188 0.060 -0.663
N 3.700 0.809 0.744
C 3.454 2.373 0.648
C 1.937 2.398 0.720
C 4.488 0.428 1.969
C 3.921 0.672 3.287
C 3.011 -0.567 3.544
N 1.811 -0.874 2.622
C 0.653 -1.014 2.980
O 0.396 -1.474 4.037
C -0.261 -1.037 1.925
C -1.558 -1.918 2.080
C -2.506 -1.859 0.983
C -2.196 -1.231 -0.228
C -3.288 -1.454 -1.175
S -4.761 -2.084 -1.154
C -5.680 -0.548 -0.608
C -5.083 0.075 0.718
O -4.148 0.805 0.336
O -5.331 -0.157 1.814
C -2.829 -0.751 -2.661
C -1.688 -0.213 -2.637
N -0.715 -0.401 -1.580
C -1.018 -0.534 -0.391
C -0.110 -0.593 0.648
C -1.533 0.431 -4.179
C -2.802 0.356 -4.449
C -3.596 -0.452 -3.602
H 2.047 -0.213 -1.452
H 2.776 1.248 -1.863
H 3.519 -0.237 -2.547
H 5.133 0.579 -0.819
H 4.366 -0.842 -0.237
H 3.871 2.460 -0.210
H 3.898 2.617 1.348
H 1.382 2.080 1.527
H 1.719 3.538 0.900
H 1.467 1.970 -0.074
H 4.941 -0.723 1.728
H 5.313 1.243 1.973
H 3.294 1.538 3.168
H 4.539 0.699 3.947
H 2.339 -0.710 4.508
H 3.524 -1.476 3.477
H 2.169 -0.533 1.668
H -1.616 -2.377 2.936
H -3.447 -2.449 1.228
H -5.768 0.151 -1.249
H -6.792 -0.750 -0.290
H -4.714 0.000 2.482
H 0.814 -0.145 0.328
H -0.873 -0.440 -4.545
H -0.872 1.390 -3.880
H -3.450 1.380 -4.403
H -2.996 0.353 -5.730
H -3.493 -1.577 -4.301
H -4.612 -0.375 -3.722

---

One molecule with the formula C22H29N3O3S. Source: OMol25; level of theory: ωB97M-V/def2-TZVPD.

Output
**Molar mass**: 415.6 g/mol
**Frontier orbital gap**: 8.97 eV
**Energy relative to the best compared isomer or geometry (same formula, charge and spin)**: 53.29 kcal per mole
**Structure (SMILES)**: CCOc1ccc([C@@H]2SCC(=O)Nc3c2c(C)nn3[C@@H]2CCOC(C)(C)C2)cc1
**Lowest unoccupied orbital energy**: 0.6334 eV

Cartesian coordinates (Å):
C 7.548 3.605 -0.799
C 6.759 2.673 0.107
O 5.475 2.506 -0.461
C 4.579 1.695 0.155
C 4.808 0.999 1.340
C 3.816 0.198 1.872
C 2.581 0.068 1.252
C 1.550 -0.854 1.841
S 2.098 -2.600 1.615
C 2.033 -2.663 -0.201
C 0.709 -3.193 -0.676
O 0.600 -4.187 -1.361
N -0.414 -2.507 -0.309
C -0.603 -1.348 0.424
C 0.173 -0.637 1.327
C -0.645 0.451 1.714
C -0.296 1.536 2.665
N -1.810 0.399 1.104
N -1.794 -0.692 0.332
C -2.919 -1.010 -0.515
C -2.650 -0.586 -1.968
C -3.995 -0.439 -2.706
O -5.004 -1.222 -2.124
C -5.399 -0.802 -0.815
C -6.013 -2.041 -0.159
C -6.455 0.306 -0.904
C -4.177 -0.306 -0.014
C 2.357 0.766 0.068
C 3.339 1.570 -0.471
H 8.543 3.761 -0.393
H 7.631 3.174 -1.793
H 7.039 4.562 -0.879
H 7.266 1.701 0.184
H 6.673 3.105 1.114
H 5.753 1.073 1.855
H 4.007 -0.349 2.784
H 1.548 -0.744 2.931
H 2.820 -3.338 -0.534
H 2.225 -1.655 -0.571
H -1.261 -2.929 -0.672
H 0.599 2.060 2.330
H -0.097 1.125 3.654
H -1.123 2.237 2.730
H -3.095 -2.093 -0.476
H -2.124 0.371 -1.968
H -2.018 -1.323 -2.465
H -3.913 -0.793 -3.736
H -4.295 0.617 -2.732
H -5.261 -2.813 -0.016
H -6.788 -2.441 -0.806
H -6.447 -1.785 0.803
H -6.065 1.172 -1.434
H -6.752 0.616 0.094
H -7.328 -0.060 -1.439
H -4.041 0.769 -0.129
H -4.319 -0.508 1.047
H 1.399 0.696 -0.429
H 3.169 2.114 -1.387

---

One molecule with the formula C22H29N3O4. Source: OMol25; level of theory: ωB97M-V/def2-TZVPD.

Output
**Molar mass**: 399.5 g/mol
**Frontier orbital gap**: 9.38 eV
**Energy relative to the best compared isomer or geometry (same formula, charge and spin)**: 24.08 kcal per mole
**Structure (SMILES)**: CCO[C@@H]1OC(C(=O)NCc2nc3ccccc3[nH]2)=C[C@H](C2CC2)[C@H]1CCCO
**Lowest unoccupied orbital energy**: 0.7178 eV

Cartesian coordinates (Å):
C 1.411 -0.320 1.924
C 0.370 -1.423 2.086
O -0.898 -1.114 1.530
C -1.049 -1.309 0.160
O -0.317 -0.378 -0.605
C -0.838 0.895 -0.599
C 0.126 1.957 -0.999
O -0.131 3.145 -0.932
N 1.293 1.474 -1.482
C 2.430 2.322 -1.718
C 3.584 1.877 -0.884
N 3.689 0.692 -0.360
C 4.883 0.684 0.319
C 5.489 -0.320 1.064
C 6.710 -0.037 1.641
C 7.324 1.207 1.489
C 6.738 2.219 0.754
C 5.512 1.942 0.174
N 4.654 2.682 -0.604
C -2.095 1.182 -0.263
C -3.103 0.144 0.115
C -3.518 0.313 1.565
C -4.872 -0.163 2.000
C -4.583 1.306 1.917
C -2.550 -1.265 -0.171
C -2.766 -1.678 -1.630
C -4.216 -2.038 -1.946
C -4.339 -2.655 -3.341
O -3.618 -3.856 -3.475
H 0.975 0.639 2.196
H 1.781 -0.261 0.904
H 2.254 -0.520 2.581
H 0.740 -2.364 1.654
H 0.160 -1.581 3.148
H -0.617 -2.284 -0.133
H 1.477 0.485 -1.389
H 2.132 3.346 -1.467
H 2.711 2.293 -2.782
H 5.014 -1.281 1.179
H 7.210 -0.795 2.226
H 8.280 1.382 1.959
H 7.213 3.182 0.639
H 4.778 3.638 -0.893
H -2.399 2.216 -0.260
H -3.995 0.299 -0.502
H -2.699 0.186 2.259
H -5.525 -0.593 1.254
H -4.973 -0.615 2.974
H -4.484 1.865 2.835
H -5.040 1.868 1.117
H -3.042 -1.984 0.492
H -2.439 -0.870 -2.287
H -2.146 -2.550 -1.852
H -4.856 -1.156 -1.904
H -4.583 -2.755 -1.205
H -5.401 -2.819 -3.579
H -3.918 -1.980 -4.089
H -3.928 -4.477 -2.807